Entry 1:
{"formula": "C35H26ClFIIrN4O4", "method": "the ωB97M-V functional and the def2-TZVPD basis", "symbols": ["Ir", "C", "N", "C", "C", "C", "C", "C", "N", "C", "C", "C", "C", "C", "C", "H", "H", "H", "H", "H", "H", "H", "H", "H", "H", "H", "Cl", "C", "C", "C", "I", "C", "O", "C", "N", "C", "C", "C", "C", "H", "H", "H", "H", "C", "C", "C", "C", "C", "C", "C", "F", "C", "C", "C", "O", "C", "C", "N", "C", "C", "O", "O", "H", "H", "H", "H", "H", "H", "H", "H", "H", "H", "H"], "coordinates": [[-0.07220, 0.08231, -0.30473], [-0.00236, 0.57172, 2.61876], [-0.01022, 1.10424, 1.26012], [0.24708, 2.54098, 1.13474], [0.73482, 2.73234, -1.31006], [0.73508, 3.55232, -2.42063], [-0.06931, 2.89813, -3.38422], [-0.51131, 1.72218, -2.81398], [-0.00263, 1.63190, -1.55080], [1.38073, 0.13322, 3.09900], [2.08618, 1.00761, 3.92331], [3.31977, 0.64076, 4.44405], [3.85810, -0.59742, 4.13131], [3.16024, -1.46636, 3.30379], [1.92954, -1.10393, 2.77608], [-0.70020, -0.26194, 2.66541], [-0.34105, 1.36995, 3.27919], [0.63706, 2.93127, 2.07991], [1.26305, 4.48390, -2.54151], [-0.30027, 3.24817, -4.37662], [-1.14795, 0.95455, -3.22526], [1.65616, 1.96600, 4.19650], [3.84833, 1.31854, 5.10188], [4.82581, -0.88041, 4.52500], [3.57836, -2.43427, 3.05955], [1.39657, -1.78418, 2.12825], [4.11689, 5.71883, 0.86635], [3.32380, 4.20890, 0.58927], [4.18321, 3.04424, 0.67274], [3.73221, 1.80120, 0.44748], [5.02019, 0.17587, 0.45803], [2.34260, 1.58938, 0.09788], [1.95448, 0.43501, -0.15203], [1.38073, 2.78489, 0.04501], [-1.02124, 3.15501, 0.86031], [-1.15319, 4.33253, 0.40752], [-0.15481, 5.37492, 0.10850], [1.17688, 5.32272, 0.21303], [2.01086, 4.12903, 0.31372], [5.22590, 3.19500, 0.92016], [-2.18843, 4.64679, 0.28699], [-0.58616, 6.33832, -0.13762], [1.70644, 6.26523, 0.18179], [-5.84864, -4.61802, -1.29153], [-5.64645, -4.16298, 0.15031], [-6.93890, -3.74307, 0.83562], [-7.55821, -2.54345, 0.12812], [-6.53805, -1.45588, -0.10020], [-6.92973, -0.15287, -0.29450], [-5.98308, 0.85358, -0.49442], [-6.42093, 2.10804, -0.64550], [-4.64485, 0.59883, -0.51937], [-4.21804, -0.72134, -0.30495], [-2.80658, -1.02358, -0.26300], [-2.00556, -0.11026, -0.70115], [-2.42969, -2.27436, 0.22957], [-3.40650, -3.24114, 0.38090], [-4.69616, -3.02613, 0.17244], [-5.15608, -1.74066, -0.09023], [-1.02652, -2.66316, 0.61460], [-0.78381, -3.82146, 0.87476], [-0.16508, -1.69400, 0.72305], [-6.59414, -5.41213, -1.32797], [-4.91712, -5.00359, -1.70618], [-6.18493, -3.79550, -1.92361], [-5.18154, -4.96960, 0.71565], [-6.72752, -3.48859, 1.87679], [-7.62766, -4.58688, 0.83417], [-8.38296, -2.14281, 0.71682], [-7.97945, -2.84969, -0.83266], [-7.98014, 0.11020, -0.27658], [-3.91779, 1.38511, -0.66668], [-3.10244, -4.23985, 0.66985]], "energy_ev": -77040.071, "lumo_ev": [-4.281, -4.593], "homo_energy_ha": [-0.384, -0.384], "total_charge": 1, "de_lowest_kj_mol": 422.6, "spin_multiplicity": 2}


Entry 2:
{"formula": "C5H7ClN2", "method": "the ωB97M-V functional and the def2-TZVPD basis", "symbols": ["C", "C", "C", "C", "C", "N", "N", "Cl", "H", "H", "H", "H", "H", "H", "H"], "coordinates": [[-2.07648, 1.16274, -0.43936], [-0.78357, 1.26621, 0.01006], [-1.54110, -0.93973, -1.10985], [1.52025, -1.17029, 0.91759], [1.32831, 0.18436, 0.27444], [-2.34711, -0.01478, -1.01896], [-0.02283, 0.22017, -0.13329], [2.28550, 0.26890, -1.23780], [-2.99568, 1.79499, -0.31774], [-0.44586, 2.24031, 0.52186], [-1.25715, -1.79964, -1.53881], [0.98158, -1.11626, 1.96097], [1.22212, -1.95546, 0.23163], [2.65199, -1.28725, 1.07423], [1.48004, 1.14572, 0.80501]], "energy_ev": -20797.752, "lumo_ev": 0.704, "homo_energy_ha": -0.291, "total_charge": 0, "de_lowest_kj_mol": 339.2, "spin_multiplicity": 1}


Entry 3:
{"formula": "C24H30BrN2O2S4Ti", "method": "the ωB97M-V functional and the def2-TZVPD basis", "symbols": ["Ti", "C", "C", "S", "C", "C", "S", "C", "C", "S", "C", "C", "S", "H", "H", "H", "H", "H", "H", "H", "H", "H", "H", "H", "H", "H", "H", "H", "H", "O", "C", "C", "C", "C", "C", "C", "C", "O", "N", "N", "C", "C", "Br", "C", "C", "C", "C", "C", "C", "C", "H", "H", "H", "H", "H", "H", "H", "H", "H", "H", "H", "H", "H", "H"], "coordinates": [[0.15935, 0.59030, 0.10483], [-3.70320, 1.39616, 3.82147], [-4.61548, 0.70944, 3.15332], [-2.37392, 0.07554, 0.03979], [-2.76247, -1.69547, 0.03285], [-2.35078, -2.33108, 1.34927], [-0.55110, -2.41785, 1.50311], [-0.13517, -1.66889, 3.09238], [1.37511, -1.47978, 3.01917], [1.98801, -0.32872, 1.74227], [2.13095, 1.21290, 2.68911], [0.79721, 1.63678, 3.27773], [-0.57103, 1.58645, 2.07943], [-3.13750, 0.94734, 4.62832], [-3.50000, 2.43634, 3.60750], [-5.19559, 1.16120, 2.35934], [-4.83055, -0.32566, 3.39019], [-2.27841, -2.16603, -0.82285], [-3.84568, -1.76956, -0.06781], [-2.73675, -3.35098, 1.35225], [-2.78589, -1.81546, 2.20590], [-0.37443, -2.31241, 3.93988], [-0.66030, -0.71979, 3.19336], [1.85819, -2.42836, 2.78043], [1.78306, -1.14660, 3.97391], [2.50361, 1.94330, 1.97181], [2.88696, 1.07440, 3.46425], [0.87093, 2.64821, 3.67915], [0.52191, 0.98830, 4.11139], [1.76475, 5.70906, -1.45345], [2.62105, 4.81838, -2.03164], [3.69524, 5.21385, -2.81782], [4.51807, 4.25607, -3.38762], [4.27734, 2.90473, -3.18122], [3.20651, 2.51580, -2.39350], [2.37518, 3.46488, -1.81258], [1.21081, 3.04967, -0.95539], [1.42920, 1.80703, -0.34219], [0.01054, 2.91544, -1.76812], [-0.83119, 1.95106, -1.36074], [-1.85624, 1.63051, -2.06695], [-2.75248, 0.59382, -1.61384], [0.61818, -1.15709, -1.52286], [-3.78593, 0.09865, -2.31469], [-4.29543, 0.48423, -3.62879], [-4.28817, 1.79306, -4.11992], [-4.80160, 2.07370, -5.37534], [-5.33184, 1.05994, -6.15934], [-5.36970, -0.23933, -5.67300], [-4.86803, -0.52180, -4.41546], [2.05772, 6.60854, -1.63200], [3.88343, 6.26837, -2.98130], [5.35446, 4.57059, -3.99721], [4.92161, 2.15998, -3.62649], [3.01170, 1.46562, -2.21179], [1.01996, 3.76998, -0.15165], [0.06766, 3.09456, -2.76335], [-2.03685, 2.10916, -3.02368], [-4.32946, -0.73131, -1.87636], [-3.93877, 2.61354, -3.50821], [-4.80092, 3.09354, -5.73590], [-5.73190, 1.28540, -7.13832], [-5.79866, -1.03254, -6.26999], [-4.90577, -1.53650, -4.03925]], "energy_ev": -168945.230, "lumo_ev": -3.920, "homo_energy_ha": -0.402, "total_charge": 1, "de_lowest_kj_mol": 0.0, "spin_multiplicity": 1}


Entry 4:
{"formula": "C10H12N", "method": "the ωB97M-V functional and the def2-TZVPD basis", "symbols": ["C", "C", "C", "C", "C", "C", "C", "C", "C", "C", "N", "H", "H", "H", "H", "H", "H", "H", "H", "H", "H", "H", "H"], "coordinates": [[-2.62422, 1.35179, -0.10259], [-3.14673, 0.05520, -0.11749], [-1.26453, 1.60284, 0.05267], [-2.28698, -1.05507, -0.13155], [-0.44586, 0.50491, 0.15866], [-0.97462, -0.75554, 0.10232], [0.87425, -0.14227, 0.19179], [2.42060, 1.93033, -0.03500], [0.73903, -2.73137, 0.25379], [2.23200, 0.38689, -0.11058], [0.36069, -1.31146, 0.19353], [-3.28308, 2.22690, -0.22665], [-4.18045, -0.06281, -0.51898], [-0.94043, 2.56703, 0.14013], [-2.67547, -1.99289, -0.23458], [2.83357, 2.24497, 0.97910], [1.37577, 2.43394, -0.08675], [3.18057, 2.36780, -0.83391], [1.71819, -3.14625, -0.21417], [-0.06379, -3.38542, -0.14682], [0.71702, -2.90990, 1.30103], [2.96927, -0.32547, 0.54537], [2.46521, 0.14586, -1.15930]], "energy_ev": -12044.722, "lumo_ev": -5.057, "homo_energy_ha": -0.476, "total_charge": 1, "de_lowest_kj_mol": 321.0, "spin_multiplicity": 1}